Entry from the Open Molecules 2025 dataset: a 3-piece molecular cluster, C18H27ClO8 overall in a non-equilibrium geometry (the ωB97M-V functional and the def2-TZVPD basis).

Each atom is followed by the atoms it is bonded to, with distances in Å.
Cartesian coordinates (Å):
1 C 4.352 -1.653 2.576  C2 1.528, H16 1.085, H17 1.084, H18 1.082
2 C 3.692 -1.872 1.216  C1 1.528, C3 1.514, H19 1.081, H20 1.084
3 C 3.525 -0.577 0.449  C2 1.514, Cl4 1.807, C5 1.540, H21 1.080
4 Cl 3.296 -1.016 -1.289  C3 1.807
5 C 2.421 0.351 0.987  C3 1.540, C6 1.544, C11 1.530, C14 1.564
6 C 2.918 1.575 1.787  C5 1.544, O7 1.416, H22 1.084, H23 1.084
7 O 3.997 2.265 1.183  C6 1.416, C8 1.359
8 C 5.232 1.980 1.671  O7 1.359, C9 1.499, O10 1.210
9 C 6.298 2.018 0.617  C8 1.499, H24 1.078, H25 1.084, H26 1.083
10 O 5.456 1.765 2.840  C8 1.210
11 C 1.292 -0.282 1.804  C5 1.530, C12 1.529, H27 1.086, H28 1.078
12 C 0.031 0.286 1.153  C11 1.529, O13 1.428, H29 1.081, H30 1.091
13 O 0.373 0.383 -0.230  C12 1.428, C14 1.369
14 C 1.618 0.950 -0.215  C5 1.564, O13 1.369, O15 1.213
15 O 1.958 1.810 -1.000  C14 1.213
16 H 4.050 -0.721 3.043  C1 1.085
17 H 5.432 -1.617 2.478  C1 1.084
18 H 4.130 -2.474 3.245  C1 1.082
19 H 2.764 -2.417 1.318  C2 1.081
20 H 4.342 -2.509 0.627  C2 1.084
21 H 4.464 -0.045 0.476  C3 1.080
22 H 2.093 2.276 1.839  C6 1.084
23 H 3.140 1.289 2.808  C6 1.084
24 H 7.265 2.097 1.087  C9 1.078
25 H 6.276 1.117 0.016  C9 1.084
26 H 6.105 2.850 -0.049  C9 1.083
27 H 1.249 0.058 2.835  C11 1.086
28 H 1.211 -1.356 1.761  C11 1.078
29 H -0.859 -0.292 1.356  C12 1.081
30 H -0.194 1.305 1.470  C12 1.091
31 O -2.890 -1.135 -0.605  C32 1.198
32 C -2.479 -1.424 -1.692  O31 1.198, O33 1.350, C36 1.514
33 O -2.406 -2.703 -2.120  C32 1.350, C34 1.441
34 C -1.776 -2.757 -3.415  O33 1.441, C35 1.523, H37 1.092, H38 1.087
35 C -1.962 -1.368 -4.010  C34 1.523, C36 1.528, H39 1.088, H40 1.091
36 C -1.946 -0.491 -2.759  C32 1.514, C35 1.528, H41 1.091, H42 1.087
37 H -0.723 -3.010 -3.271  C34 1.092
38 H -2.249 -3.541 -4.001  C34 1.087
39 H -1.203 -1.112 -4.745  C35 1.088
40 H -2.937 -1.299 -4.495  C35 1.091
41 H -0.935 -0.196 -2.474  C36 1.091
42 H -2.576 0.389 -2.852  C36 1.087
43 O -5.998 2.692 -2.047  C44 1.194
44 C -6.098 1.963 -1.107  O43 1.194, O45 1.356, C48 1.515
45 O -6.723 2.331 0.039  C44 1.356, C46 1.439
46 C -6.595 1.294 1.028  O45 1.439, C47 1.523, H49 1.092, H50 1.087
47 C -6.324 0.019 0.240  C46 1.523, C48 1.526, H51 1.088, H52 1.091
48 C -5.554 0.556 -0.962  C44 1.515, C47 1.526, H53 1.090, H54 1.086
49 H -5.768 1.554 1.692  C46 1.092
50 H -7.513 1.251 1.609  C46 1.087
51 H -5.786 -0.734 0.812  C47 1.088
52 H -7.268 -0.418 -0.090  C47 1.091
53 H -4.484 0.612 -0.764  C48 1.090
54 H -5.733 -0.017 -1.868  C48 1.086

## Properties
* HOMO level: -10.00 eV
* frontier orbital gap: 10.53 eV
* SMILES: CC[C@@H](Cl)[C@]1(COC(C)=O)CCOC1=O.O=C1CCCO1.O=C1CCCO1
* energy relative to the best compared isomer or geometry (same formula, charge and spin): 0.00 kcal/mol

Atom charges from the natural (NBO) analysis, given in e for atoms 1 to 5: number 1, C, carries -0.6148; number 2, C, carries -0.4234; number 3, C, carries -0.1300; number 4, Cl, carries -0.0567; number 5, C, carries -0.2390

---

Entry from the Open Molecules 2025 dataset: a single C19H20ClFN4O3 molecule in a non-equilibrium geometry (the ωB97M-V functional and the def2-TZVPD basis).

Each atom is followed by the atoms it is bonded to, with distances in Å.
Cartesian coordinates (Å):
1 O 1.689 -2.902 -0.202  C9 1.220
2 F -4.887 3.662 -0.851  C16 1.348
3 Cl -0.512 0.809 -3.667  C17 1.751
4 N -0.782 -0.504 -0.941  C10 1.321, C18 1.403
5 N 0.048 2.890 0.125  C11 1.339, C12 1.330
6 N 1.555 1.415 1.170  C11 1.327, C13 1.356
7 O -5.163 2.701 -3.535  C19 1.382, C22 1.404
8 O 4.986 -1.142 2.372  C23 1.417, C26 1.453
9 C 1.025 -1.892 -0.040  O1 1.220, C10 1.499, N21 1.383
10 C -0.213 -1.693 -0.861  N4 1.321, C9 1.499, C24 1.490
11 C 1.088 2.633 0.928  N5 1.339, N6 1.327, H29 1.090
12 C -0.474 1.864 -0.541  N5 1.330, C18 1.408, C20 1.474
13 C 0.967 0.337 0.596  N6 1.356, C18 1.396, N21 1.396
14 C -2.935 1.912 -3.397  C17 1.383, C19 1.396, H30 1.071
15 C -2.688 2.797 -0.802  C16 1.391, C20 1.380, H31 1.111
16 C -3.892 2.995 -1.469  F2 1.348, C15 1.391, C19 1.392
17 C -1.728 1.686 -2.761  Cl3 1.751, C14 1.383, C20 1.432
18 C -0.096 0.531 -0.288  N4 1.403, C12 1.408, C13 1.396
19 C -4.020 2.534 -2.777  O7 1.382, C14 1.396, C16 1.392
20 C -1.639 2.130 -1.403  C12 1.474, C15 1.380, C17 1.432
21 N 1.477 -0.938 0.854  C9 1.383, C13 1.396, C28 1.485
22 C -6.093 1.662 -3.375  O7 1.404, H32 1.086, H33 1.095, H34 1.097
23 C 5.622 -2.325 1.917  O8 1.417, H35 1.101, H36 1.082, H37 1.083
24 C -0.889 -2.832 -1.544  C10 1.490, H38 1.121, H39 1.105, H40 1.102
25 C 0.758 -1.551 3.736  C27 1.529, H41 1.114, H42 1.083, H43 1.106
26 C 3.922 -0.651 1.512  O8 1.453, C28 1.568, H44 1.084, H45 1.110
27 C 2.095 -0.959 3.289  C25 1.529, C28 1.546, H46 1.084, H47 1.100
28 C 2.528 -1.288 1.842  N21 1.485, C26 1.568, C27 1.546, H48 1.070
29 H 1.617 3.443 1.430  C11 1.090
30 H -3.046 1.571 -4.407  C14 1.071
31 H -2.577 3.201 0.227  C15 1.111
32 H -5.720 0.725 -3.776  C22 1.086
33 H -6.393 1.534 -2.329  C22 1.095
34 H -6.970 1.908 -3.987  C22 1.097
35 H 5.358 -2.535 0.869  C23 1.101
36 H 6.693 -2.170 1.942  C23 1.082
37 H 5.395 -3.176 2.546  C23 1.083
38 H -1.898 -2.590 -1.967  C24 1.121
39 H -0.246 -3.130 -2.392  C24 1.105
40 H -0.901 -3.700 -0.866  C24 1.102
41 H 0.700 -2.634 3.484  C25 1.114
42 H 0.653 -1.333 4.792  C25 1.083
43 H -0.063 -0.991 3.251  C25 1.106
44 H 3.870 0.418 1.684  C26 1.084
45 H 4.098 -0.823 0.429  C26 1.110
46 H 2.107 0.118 3.418  C27 1.084
47 H 2.879 -1.371 3.942  C27 1.100
48 H 2.693 -2.345 1.822  C28 1.070

## Properties
* HOMO level: -9.10 eV
* frontier orbital gap: 8.61 eV
* SMILES: CC[C@H](COC)n1c(=O)c(C)nc2c(-c3cc(F)c(OC)cc3Cl)ncnc21
* energy relative to the best compared isomer or geometry (same formula, charge and spin): 0.00 kcal/mol

Atom charges from the natural (NBO) analysis, given in e for atoms 1 to 5: number 1, O, carries -0.5877; number 2, F, carries -0.3098; number 3, Cl, carries 0.0207; number 4, N, carries -0.3699; number 5, N, carries -0.4643

---

Among the records above, which one has the highest frontier orbital gap?
C18H27ClO8

---

What is the formula in the second record?
C19H20ClFN4O3